C41H35InN2O9PS2 | ωB97M-V with the def2-TZVPD basis set

CARTESIAN COORDINATES (ANGSTROEM)
In: 0.084 -0.316 -0.629
S: 0.920 0.311 2.815
S: 3.176 -1.225 -1.079
P: -1.367 1.767 -0.579
O: -3.969 -6.491 -3.318
O: 0.270 -0.795 -2.623
O: -0.684 -2.161 -0.287
O: -3.198 -5.389 -5.004
O: -2.104 -3.320 1.549
O: -0.485 -1.631 -4.520
O: 0.381 -0.290 1.527
O: 2.213 -0.120 -0.625
O: -2.803 -5.291 1.074
N: -2.376 -4.200 0.751
N: -3.331 -5.583 -3.813
C: -0.890 2.966 -1.831
C: -3.342 0.141 -1.592
C: -5.443 1.706 -0.673
C: -0.442 -1.663 -3.311
C: 3.851 -1.885 0.464
C: 0.270 3.478 -3.872
C: -0.045 2.574 -2.866
C: -1.891 -3.624 -3.408
C: -1.543 -2.211 4.740
C: -0.026 -0.500 4.077
C: 6.791 0.937 -2.716
C: -0.256 4.760 -3.844
C: -4.139 2.077 -0.390
C: 4.582 -0.351 -1.711
C: -0.738 -0.603 6.350
C: 4.500 -0.905 1.440
C: -1.225 -2.743 -2.570
C: -0.262 4.127 2.559
C: -0.951 3.554 3.618
C: -1.252 2.534 1.053
C: -1.316 -2.906 -1.157
C: 3.562 0.096 2.120
C: -2.772 -4.852 -1.539
C: -1.932 1.948 2.122
C: -3.083 1.289 -0.847
C: -0.405 3.617 1.277
C: -1.430 4.255 -1.811
C: 5.549 -1.092 -2.377
C: -1.512 -1.715 6.035
C: 0.008 0.022 5.363
C: 5.804 1.664 -2.068
C: -4.649 -0.225 -1.874
C: -2.641 -4.663 -2.896
C: -1.782 2.461 3.400
C: -0.793 -1.604 3.741
C: 6.666 -0.438 -2.872
C: 2.496 -0.549 3.010
C: -5.697 0.556 -1.412
C: -2.134 -3.972 -0.688
C: 4.685 1.022 -1.556
C: -1.107 5.149 -2.815
H: 4.166 0.771 2.728
H: -1.806 -3.484 -4.476
H: -0.010 5.460 -4.632
H: 0.343 1.562 -2.921
H: -2.576 1.092 1.959
H: 0.597 0.903 5.590
H: 5.430 -2.160 -2.521
H: -4.843 -1.118 -2.453
H: 4.576 -2.631 0.127
H: -6.718 0.270 -1.628
H: -2.147 -3.074 4.493
H: -0.844 3.960 4.616
H: -3.948 2.970 0.192
H: -0.816 -1.975 2.725
H: -0.723 -0.219 7.361
H: 0.131 4.070 0.453
H: -2.099 -2.194 6.808
H: 3.899 1.573 -1.059
H: 0.917 3.170 -4.682
H: 2.254 -1.580 2.742
H: -2.532 -0.471 -1.973
H: -1.524 6.147 -2.803
H: 5.008 -1.508 2.198
H: 3.088 0.706 1.354
H: -2.313 2.006 4.226
H: 7.429 -0.999 -3.393
H: 3.013 -2.436 0.897
H: 0.384 4.978 2.729
H: -6.264 2.314 -0.317
H: 7.660 1.444 -3.115
H: -3.370 -5.658 -1.145
H: 5.283 -0.352 0.920
H: -2.099 4.557 -1.014
H: 2.759 -0.528 4.068
H: 5.901 2.737 -1.963

Atomic forces in eV per Å
In 0.0 0.0 0.0
S 0.0 0.0 0.0
S 0.0 -0.1 0.0
P 0.0 0.0 0.0
O 0.0 0.1 0.0
O -0.1 0.0 0.0
O 0.0 -0.1 0.0
O -0.1 0.0 0.1
O -0.3 0.0 -0.1
O 0.0 0.0 0.1
O 0.0 0.1 0.0
O 0.0 0.2 0.0
O -0.1 0.2 -0.1
N 0.5 -0.2 0.1
N 0.2 -0.1 -0.1
C 0.0 0.0 0.0
C 0.0 0.0 0.0
C 0.0 0.0 0.0
C 0.1 0.0 -0.1
C 0.1 0.0 0.0
C 0.0 0.0 0.0
C 0.0 0.0 0.0
C 0.0 0.0 0.0
C 0.0 0.0 0.0
C 0.0 0.0 0.0
C 0.0 0.0 0.0
C 0.0 0.0 0.0
C 0.0 0.0 0.0
C 0.0 0.0 0.0
C 0.0 0.0 0.0
C 0.0 0.0 -0.1
C 0.0 0.0 0.0
C 0.0 0.0 0.0
C 0.0 0.0 0.0
C 0.0 0.0 0.0
C 0.0 0.0 0.0
C 0.0 0.0 0.0
C 0.0 0.1 0.0
C 0.0 0.0 0.0
C 0.0 0.0 0.0
C 0.0 0.0 0.0
C 0.0 0.0 0.0
C 0.0 0.0 0.0
C 0.0 0.0 0.0
C 0.0 0.0 0.0
C 0.0 0.0 0.0
C 0.0 0.0 0.0
C -0.1 0.0 0.0
C 0.0 0.0 0.0
C 0.0 0.0 0.0
C 0.0 0.0 0.0
C -0.1 0.0 0.0
C 0.0 0.0 0.0
C -0.2 0.0 0.0
C 0.0 0.0 0.0
C 0.0 0.0 0.0
H 0.0 0.0 0.0
H 0.0 0.0 0.0
H 0.0 0.0 0.0
H 0.0 0.0 0.0
H 0.0 0.0 0.0
H 0.0 0.0 0.0
H 0.0 0.0 0.0
H 0.0 0.0 0.0
H 0.0 0.0 0.0
H 0.0 0.0 0.0
H 0.0 0.0 0.0
H 0.0 0.0 0.0
H 0.0 0.0 0.0
H 0.0 0.0 0.1
H 0.0 0.0 0.0
H 0.0 0.0 0.0
H 0.0 0.0 0.0
H 0.0 0.0 0.0
H 0.0 0.0 0.0
H 0.0 0.0 0.0
H 0.0 0.0 0.0
H 0.0 0.0 0.0
H 0.0 0.0 0.0
H 0.0 0.0 0.0
H 0.0 0.0 0.0
H 0.0 0.0 0.0
H 0.0 0.0 0.0
H 0.0 0.0 0.0
H 0.0 0.0 0.0
H 0.0 0.0 0.0
H 0.0 0.0 0.0
H 0.0 0.0 0.0
H 0.0 0.0 0.0
H 0.0 0.0 0.0
H 0.0 0.0 0.0

Summary:
- Gap between HOMO and LUMO: 0.313 Ha
- Total charge: +1
- E_HOMO: -0.4036 Ha

---

C41H35N10NiO4S | ωB97M-V with the def2-TZVPD basis set

CARTESIAN COORDINATES (ANGSTROEM)
Ni: 0.716 -0.631 0.432
S: -0.606 -7.117 -0.234
O: -2.015 6.638 1.279
O: 1.593 -0.443 7.292
O: 1.147 0.404 -3.567
O: -0.744 2.103 -2.036
N: 0.386 0.210 -1.333
N: 2.658 -0.853 -0.569
N: 2.373 -8.071 -3.511
N: 3.579 0.369 6.650
N: -1.274 -0.107 0.699
N: 0.276 -2.665 0.069
N: 2.413 3.182 0.274
N: 0.090 6.085 0.626
N: -1.747 4.934 -0.315
N: 1.302 -0.691 2.299
C: 3.533 -0.736 -2.810
C: -3.062 0.875 -0.626
C: 2.800 3.325 -1.015
C: 2.194 4.253 -1.884
C: -1.051 -4.465 -0.731
C: -5.660 4.091 -1.515
C: 2.371 -0.199 6.361
C: 1.055 -3.540 0.693
C: -0.681 1.073 -1.342
C: 1.946 -7.421 -1.245
C: -0.718 -3.114 -0.720
C: -1.708 0.646 -0.360
C: 1.356 5.267 -1.360
C: -4.158 5.226 0.017
C: -3.074 4.754 -0.714
C: 0.110 -7.914 -2.705
C: -3.551 -0.279 1.375
C: -0.259 -5.379 -0.101
C: 0.808 -4.892 0.650
C: 2.600 0.429 3.961
C: 4.863 -1.715 -1.123
C: 2.032 -0.372 4.953
C: -7.053 3.684 -1.897
C: 3.818 -1.445 -0.198
C: -3.295 4.142 -1.951
C: 2.156 0.286 2.649
C: 1.065 -1.302 4.607
C: -2.207 -0.516 1.585
C: 2.526 -0.460 -1.878
C: -4.555 3.781 -2.319
C: -3.992 0.484 0.287
C: 1.568 4.095 0.801
C: 0.592 -7.524 -1.455
C: 1.311 0.150 -2.353
C: 1.036 -8.151 -3.653
C: -1.313 5.918 0.561
C: 1.042 5.201 0.049
C: -5.423 4.791 -0.362
C: 4.716 -1.400 -2.434
C: 2.770 -7.665 -2.307
C: 0.814 -1.527 3.244
H: 2.416 1.032 1.872
H: -5.075 0.691 0.176
H: -7.580 4.550 -2.261
H: -1.282 -2.395 -1.364
H: 5.511 -1.617 -3.164
H: -4.279 -0.659 2.095
H: 2.302 -6.992 -0.309
H: 0.997 6.127 -1.893
H: -7.039 2.881 -2.636
H: 1.298 4.005 1.861
H: 3.841 -7.555 -2.225
H: 1.401 -5.617 1.194
H: 3.973 -1.575 0.874
H: 3.405 -0.431 -3.865
H: -2.456 3.918 -2.589
H: 3.282 1.275 4.097
H: 0.174 -2.307 2.867
H: -4.045 5.933 0.836
H: -1.873 -4.787 -1.338
H: 1.849 -3.193 1.361
H: -1.065 4.387 -0.867
H: -7.577 3.362 -0.960
H: 0.402 6.784 1.294
H: 5.736 -2.296 -0.773
H: -4.717 3.232 -3.248
H: -1.841 -0.873 2.552
H: 2.399 4.055 -2.957
H: -3.374 1.301 -1.597
H: 3.613 2.668 -1.380
H: -6.228 5.075 0.294
H: -0.937 -8.018 -2.930
H: 0.779 -8.281 -4.719
H: 0.532 -1.858 5.405
H: 4.161 0.776 5.893
H: 3.823 0.604 7.614

Atomic forces in eV per Å
Ni 0.1 -0.3 -1.5
S -0.4 0.0 0.7
O 0.7 -1.2 -1.3
O 0.6 -0.4 -1.8
O 0.4 -0.2 2.8
O -0.6 -1.7 1.5
N -0.3 0.5 -0.2
N 0.8 0.1 -0.5
N -0.9 0.5 0.8
N 0.9 0.5 -1.3
N -1.0 1.3 -0.4
N 0.0 0.9 -0.7
N 0.3 0.9 0.1
N -0.1 -0.2 -0.2
N 1.2 0.4 0.1
N 0.4 -0.3 1.0
C 0.4 0.1 -0.5
C 0.6 0.7 -1.2
C -1.1 0.2 0.4
C 0.2 -0.1 0.0
C -0.3 1.0 -1.1
C 0.3 -0.7 -0.5
C -0.1 1.1 3.9
C -0.1 -0.7 0.9
C 1.5 1.5 -1.9
C -0.5 0.9 0.8
C -0.3 0.2 0.3
C -0.8 -1.2 0.6
C 0.6 -1.3 2.2
C -0.1 -0.3 0.0
C -0.3 0.7 -0.2
C -0.3 0.1 1.2
C -0.7 0.3 0.6
C 0.5 -0.2 0.6
C 0.0 -0.8 -0.1
C -0.2 0.4 -1.0
C -0.1 -1.1 2.2
C 0.0 0.2 -1.1
C 0.0 -0.4 1.2
C -0.1 1.0 -1.1
C 0.7 -0.1 0.6
C -0.3 0.2 0.2
C -0.4 -1.0 -0.5
C 0.4 0.7 -0.2
C 3.2 -2.0 0.3
C -1.2 -0.2 -0.4
C -1.0 -1.1 0.9
C -0.1 0.7 -1.4
C -0.7 -0.2 -0.5
C -2.6 0.9 -2.2
C 1.7 -0.2 -3.0
C 0.3 0.8 0.9
C 0.6 -1.4 -1.2
C 0.2 0.9 0.5
C -0.6 0.8 -1.1
C 1.3 -0.7 -1.0
C 0.3 1.3 0.6
H 0.1 -0.6 0.4
H 0.9 -0.2 -0.1
H -0.4 0.2 -0.4
H 0.6 -0.5 0.9
H -0.6 0.1 0.4
H 0.3 0.2 -0.1
H 0.2 -0.4 -0.2
H -0.3 -0.1 -0.5
H -0.2 0.1 0.1
H 0.0 -0.1 -0.5
H 0.2 0.1 0.3
H 0.2 0.3 0.1
H -0.2 -0.4 -0.3
H -0.2 -0.1 0.9
H 0.2 -0.2 0.0
H -0.2 -0.5 0.4
H -0.2 -0.1 0.2
H 0.1 -0.6 0.0
H -0.3 -0.1 -0.2
H -0.2 0.2 -0.5
H -0.5 0.7 0.6
H 0.2 0.0 -0.9
H -0.3 -0.3 -0.2
H -0.5 0.7 -0.1
H 0.1 0.2 0.1
H -0.1 -0.5 -0.5
H -0.1 0.9 0.7
H 0.5 0.2 0.9
H -0.8 0.2 0.2
H -0.4 0.1 0.0
H -0.2 0.2 0.1
H -0.4 -0.4 0.7
H 0.6 0.3 -0.7
H -0.6 -0.7 1.2
H -0.4 -0.2 -0.6

Summary:
- Gap between HOMO and LUMO (spin up / spin down): 0.231 / 0.231 Ha
- Total charge: +1
- E_HOMO (spin up / spin down): -0.3573 / -0.3573 Ha
- Multiplicity: 3

---

Result set for energy above the lowest of the compared OMol25 structures with the same formula, charge and spin: 1.81; 41.34 kcal/mol, one per record in the order listed.